# 1
6 unconnected molecules or ions with the total composition C26H42F3N5O6S at a distorted geometry. Source: the OMol25 dataset; level of theory: the ωB97M-V functional and the def2-TZVPD basis.

Results
Electronic energy   -2438.8427 Ha
E_HOMO   -10.109 eV
LUMO energy   0.021 hartree
HOMO-LUMO gap   0.39202 Ha
Structure (SMILES)   O=C1O[C@@H](S(=O)(=O)C(F)(F)F)[C@@H](CCO)O1.CCCC#N.CCCC#N.CCCC#N.CCCC#N.CCCC#N
F_max   2.7 eV/A

Positions of all 83 atoms, in Å:
O1 0.8518 2.4884 -0.8019
C1 0.7866 1.3260 -1.0828
O2 1.5173 0.3052 -0.5733
C2 0.6042 -0.7996 -0.5766
C3 1.1686 -2.1882 -0.4600
C4 1.3084 -2.6744 0.9731
O3 0.0872 -3.1019 1.5156
C5 0.0353 -0.5745 -1.9882
S1 1.1258 -0.9136 -3.4223
O4 0.5935 -0.1894 -4.5375
O5 2.5047 -0.6358 -3.1611
C6 0.9581 -2.7183 -3.8868
F1 1.9016 -3.4478 -3.3225
F2 1.0800 -2.7927 -5.1947
F3 -0.2317 -3.1703 -3.5178
O6 -0.1336 0.8141 -1.9932
H1 -0.2601 -0.5502 0.0361
H2 2.1416 -2.2248 -0.9356
H3 0.4902 -2.8635 -0.9682
H4 1.7899 -1.9294 1.5989
H5 1.9547 -3.5426 0.9803
H6 -0.4805 -2.3540 1.7091
H7 -0.8709 -1.1508 -2.1227
C7 -3.7969 3.0082 -4.2595
C8 -2.6345 2.4000 -5.0366
C9 -2.8968 0.9556 -5.4734
C10 -3.0429 0.0573 -4.3329
N1 -3.1448 -0.6558 -3.4397
H8 -3.9820 2.4652 -3.3313
H9 -3.5791 4.0436 -3.9994
H10 -4.7142 2.9957 -4.8516
H11 -1.7276 2.4417 -4.4312
H12 -2.4476 2.9984 -5.9295
H13 -2.0669 0.6014 -6.0869
H14 -3.7956 0.9025 -6.0905
C11 4.9171 1.8467 3.3585
C12 4.0605 1.7672 2.1017
C13 2.5732 1.5486 2.3973
C14 2.3121 0.2652 3.0468
N2 2.0984 -0.7488 3.5424
H15 4.8766 0.9112 3.9217
H16 5.9556 2.0351 3.1012
H17 4.5833 2.6548 4.0110
H18 4.4308 0.9645 1.4592
H19 4.1627 2.6885 1.5447
H20 2.0081 1.5831 1.4641
H21 2.1932 2.3539 3.0286
C15 4.5873 7.6323 0.3336
C16 5.8012 7.0551 -0.3860
C17 5.7309 5.5337 -0.5501
C18 5.7407 4.8387 0.7351
N3 5.7385 4.2969 1.7471
H22 4.5064 7.2449 1.3503
H23 4.6639 8.7172 0.3975
H24 3.6654 7.3906 -0.1984
H25 6.7095 7.3268 0.1544
H26 5.8765 7.5031 -1.3779
H27 6.5814 5.1862 -1.1386
H28 4.8304 5.2558 -1.1008
C19 -0.5459 -5.2439 5.6639
C20 -0.8428 -3.9115 6.3425
C21 -2.1415 -3.2672 5.8472
C22 -2.0719 -2.9227 4.4304
N4 -2.0168 -2.6746 3.3133
H29 -0.4057 -5.1190 4.5891
H30 0.3665 -5.6807 6.0689
H31 -1.3592 -5.9547 5.8229
H32 -0.0075 -3.2277 6.1837
H33 -0.9262 -4.0665 7.4198
H34 -2.3439 -2.3593 6.4176
H35 -2.9846 -3.9402 6.0121
C23 -5.0343 -2.4675 -1.5405
C24 -6.5528 -2.5793 -1.4572
C25 -7.0368 -3.3391 -0.2173
C26 -6.6059 -4.7359 -0.2186
N5 -6.2651 -5.8312 -0.2194
H36 -4.5683 -3.4518 -1.6166
H37 -4.7402 -1.8934 -2.4149
H38 -4.6319 -1.9653 -0.6580
H39 -6.9329 -3.0647 -2.3580
H40 -6.9827 -1.5759 -1.4326
H41 -8.1271 -3.3142 -0.1714
H42 -6.6701 -2.8515 0.6874

Cartesian forces, eV/Å:
0.195 -1.433 -0.433
-0.171 1.140 -0.087
-0.173 0.592 1.085
-0.218 -0.579 -2.621
0.433 0.383 1.033
0.155 -0.203 -0.035
-0.010 -0.190 -0.200
-0.172 -0.601 0.662
0.985 1.258 -1.161
-1.040 -0.295 0.013
0.145 -0.659 0.829
0.044 0.190 0.191
0.179 -0.130 0.199
-0.006 -0.033 -0.266
-0.357 -0.129 0.090
0.295 0.547 0.176
0.086 -0.310 0.702
0.192 0.103 -0.291
-0.158 -0.208 -0.172
0.029 0.163 0.043
0.155 -0.262 -0.024
-0.219 0.047 0.356
-0.481 0.323 -0.336
0.049 -0.029 -0.012
-0.120 0.218 0.153
0.197 0.250 -0.176
0.020 -0.087 -0.159
0.236 0.091 0.051
-0.010 -0.022 -0.011
-0.019 0.006 0.011
-0.013 -0.002 0.013
0.037 -0.086 -0.037
0.034 -0.078 -0.053
0.016 -0.118 0.084
-0.066 -0.056 0.082
-0.082 -0.229 0.045
0.136 -0.258 0.231
0.117 0.129 -0.246
-0.112 0.137 0.060
0.038 0.030 0.102
-0.061 0.009 0.012
0.018 0.056 -0.005
0.020 0.028 -0.012
-0.102 -0.031 -0.026
-0.118 0.089 -0.096
-0.025 -0.046 0.095
-0.006 -0.064 0.100
0.054 -0.012 0.004
-0.167 0.195 0.101
0.162 0.190 -0.188
-0.051 -0.044 -0.066
0.184 0.323 -0.033
-0.011 -0.031 -0.012
-0.020 0.008 0.005
-0.010 -0.006 0.013
0.041 -0.067 -0.021
0.043 -0.077 -0.040
0.007 -0.090 0.056
-0.047 -0.059 0.086
0.008 0.051 -0.016
0.158 -0.238 -0.018
0.180 0.056 0.302
-0.181 -0.088 0.061
-0.073 0.232 -0.105
-0.026 0.012 -0.005
-0.001 -0.018 -0.007
-0.001 -0.008 -0.012
-0.051 0.068 -0.014
-0.066 0.073 0.009
-0.037 0.050 -0.089
-0.020 -0.021 -0.115
-0.184 -0.086 -0.029
0.262 0.060 -0.047
-0.179 0.210 -0.183
-0.005 0.074 0.133
0.023 -0.091 -0.048
-0.008 -0.011 0.055
-0.008 -0.052 0.106
0.025 -0.009 -0.001
-0.065 -0.035 0.039
-0.082 -0.031 0.048
0.000 -0.097 0.045
0.075 -0.081 0.030

---

# 2
A molecular structure, C26H42F4N2O30S4 at a distorted geometry. Source: the OMol25 dataset; level of theory: the ωB97M-V functional and the def2-TZVPD basis.

Results
Electronic energy   -5374.8845 Ha
E_HOMO   -9.519 eV
LUMO energy   0.004 hartree
HOMO-LUMO gap   0.35408 Ha
F_max   1.7 eV/A

Positions of all 108 atoms, in Å:
C1 -4.4369 1.2546 -4.7805
C2 -3.2135 0.4543 -4.4037
O1 -2.2620 0.9478 -3.8050
N1 -3.2122 -0.8228 -4.8333
C3 -2.2376 -1.7862 -4.3834
H1 -4.5673 1.2779 -5.8635
H2 -4.2422 2.2941 -4.5096
H3 -5.3503 0.9525 -4.2746
H4 -4.0168 -1.0948 -5.3710
H5 -1.5145 -1.3044 -3.7315
H6 -1.6227 -2.1453 -5.2121
H7 -2.7373 -2.5908 -3.8500
C4 0.8314 0.6569 -4.1999
C5 2.2249 0.8214 -4.7507
O2 3.2183 0.8083 -4.0475
N2 2.2673 0.9899 -6.1067
C6 3.4828 1.3331 -6.8301
H8 0.2210 0.0506 -4.8759
H9 0.2775 1.5983 -4.1303
H10 0.7314 0.2167 -3.2131
H11 1.4007 1.2802 -6.5278
H12 3.4382 2.3486 -7.2224
H13 3.5417 0.6414 -7.6746
H14 4.3692 1.2045 -6.2217
C7 4.5055 -1.7682 1.3381
C8 5.9467 -2.2171 1.1266
O3 6.2741 -2.7406 2.3924
C9 5.5299 -2.0793 3.3329
O4 5.7688 -2.0649 4.4894
O5 4.4599 -1.4997 2.7426
F1 6.7683 -1.1541 0.9018
H15 3.7979 -2.5771 1.1440
H16 4.2032 -0.9018 0.7567
H17 6.0364 -2.9716 0.3525
C10 1.4395 5.1007 2.9043
C11 0.9116 4.3364 1.7026
O6 1.9091 4.6058 0.7465
C12 2.5469 5.7630 1.0865
O7 3.3621 6.2927 0.4233
O8 2.1088 6.1900 2.2995
F2 -0.2958 4.8516 1.3011
H18 2.1546 4.4298 3.3990
H19 0.6908 5.3361 3.6524
H20 0.7747 3.2707 1.8125
C13 -1.3313 0.5101 0.0676
C14 -0.8942 1.6770 -0.8132
O9 0.4941 1.5061 -0.8922
C15 0.9106 0.7152 0.1307
O10 2.0473 0.5686 0.4378
O11 -0.1404 0.1647 0.7604
F3 -1.1730 2.8722 -0.1833
H21 -1.7379 -0.3359 -0.4887
H22 -2.1101 0.8906 0.7297
H23 -1.3662 1.6902 -1.7919
C16 5.3551 3.4979 0.0069
C17 4.6488 2.1602 -0.1559
O12 4.8990 1.5358 1.0732
C18 5.9516 2.1427 1.6964
O13 6.4084 1.7736 2.7200
O14 6.3372 3.2204 0.9882
F4 5.2202 1.3647 -1.1195
H24 4.5994 4.1885 0.3934
H25 5.7251 3.9061 -0.9267
H26 3.5850 2.2424 -0.3401
C19 -3.1195 -1.3428 4.8067
C20 -2.9339 -1.3746 3.3131
O15 -3.7625 -2.4697 2.9046
S1 -4.0380 -3.4662 4.1349
O16 -3.6150 -4.7835 3.8597
O17 -5.3545 -3.2273 4.5907
O18 -2.9798 -2.7569 5.0950
H27 -4.1334 -1.0900 5.1187
H28 -2.3642 -0.7726 5.3329
H29 -1.9070 -1.5688 3.0125
H30 -3.2680 -0.4631 2.8205
C21 2.5781 1.1927 3.9211
C22 2.4064 0.4994 5.2722
O19 0.9853 0.2474 5.3434
S2 0.1453 1.2830 4.4994
O20 -0.4026 2.2638 5.3635
O21 -0.7126 0.5909 3.6105
O22 1.3650 1.9192 3.6980
H31 2.7579 0.4360 3.1625
H32 3.4255 1.8709 3.8796
H33 2.6738 1.1355 6.1147
H34 2.9399 -0.4429 5.2853
C23 -6.2239 0.5809 -1.4936
C24 -4.7116 0.3740 -1.4311
O23 -4.4160 -0.9088 -1.9337
S3 -5.7148 -1.8297 -2.1202
O24 -5.5934 -2.9265 -1.2518
O25 -5.9557 -1.9996 -3.5085
O26 -6.7295 -0.7656 -1.4910
H35 -6.5717 1.0519 -2.4126
H36 -6.5803 1.0951 -0.6097
H37 -4.4570 0.3327 -0.3630
H38 -4.0786 1.1230 -1.9013
C25 -1.3535 -5.8280 1.1750
C26 -2.6308 -6.3762 0.5996
O27 -3.2444 -5.2461 -0.0443
S4 -2.1663 -4.2079 -0.5513
O28 -2.4083 -2.9262 -0.0043
O29 -1.9276 -4.3120 -1.9412
O30 -0.9171 -4.8794 0.2000
H39 -0.5656 -6.5645 1.3037
H40 -1.5466 -5.3603 2.1447
H41 -3.3439 -6.8374 1.2778
H42 -2.4627 -7.1501 -0.1610

Cartesian forces, eV/Å:
0.340 1.030 -0.074
0.288 -0.280 -0.385
-0.274 0.133 0.449
-0.121 0.737 0.062
0.385 -0.132 -0.244
-0.226 -0.344 0.032
0.012 -0.083 0.121
-0.005 -0.367 -0.172
-0.006 -0.418 0.163
-0.313 0.177 0.253
-0.315 -0.318 -0.066
0.197 -0.197 -0.067
-1.108 -0.049 -0.378
0.180 0.180 0.584
0.020 -0.122 -0.159
0.076 0.341 0.305
-0.422 -0.452 -0.507
0.104 -0.014 -0.005
0.332 0.153 -0.140
0.662 -0.108 0.033
-0.020 -0.189 -0.097
0.075 0.082 0.102
0.266 0.167 -0.060
-0.118 0.011 0.297
-0.236 -0.168 -0.144
-0.841 0.098 0.579
0.123 0.136 -0.166
-0.184 -0.176 -0.317
-0.063 0.008 0.265
0.252 0.269 0.103
0.022 -0.073 -0.352
0.158 -0.092 -0.136
0.207 0.165 0.176
0.446 -0.009 -0.010
-0.003 -1.529 0.206
-0.255 0.349 0.238
-0.294 -0.103 -0.138
-0.606 0.071 0.552
0.411 0.285 -0.363
0.239 0.085 -0.046
0.266 0.231 -0.127
0.132 0.284 -0.006
-0.134 0.643 -0.296
0.207 -0.162 0.039
-0.597 0.613 -0.256
-0.383 -0.534 -0.010
-0.052 0.274 -0.119
-0.395 0.144 0.195
0.260 -0.155 0.094
0.092 -0.173 -0.048
0.194 -0.260 -0.112
0.290 -0.088 -0.053
0.266 -0.220 0.391
0.281 0.090 -0.198
-1.220 -0.291 -0.233
0.451 -0.023 -0.257
-0.291 0.016 0.309
-0.319 0.114 -0.524
0.259 -0.128 0.412
0.426 0.245 0.151
-0.104 0.269 -0.031
0.353 0.145 0.098
0.519 -0.156 0.099
-0.077 -0.228 -0.041
0.181 -0.291 0.057
-0.115 0.617 -0.256
-0.279 -0.790 -0.224
0.474 1.187 -0.213
0.427 -0.446 -0.286
-0.539 -0.028 0.242
-0.131 -0.503 0.446
0.100 0.496 -0.127
0.057 -0.161 0.121
0.061 -0.068 0.151
-0.173 -0.097 -0.027
0.816 -0.684 0.092
-0.047 0.656 -0.172
-0.089 -0.406 -0.187
0.514 0.118 0.453
-0.097 0.330 -0.011
-0.276 -0.282 -0.218
-0.198 0.085 0.001
-0.407 0.072 -0.364
-0.103 0.221 0.183
0.074 -0.070 0.020
-0.053 -0.125 0.166
0.304 -0.563 -0.917
0.234 0.348 1.638
-0.033 -0.417 -0.881
0.535 1.435 0.285
-0.253 -0.755 0.275
-0.146 -0.008 -0.142
-0.337 -0.362 0.195
0.027 0.209 0.102
-0.212 -0.017 -0.016
0.143 0.166 -0.122
-0.214 -0.009 -0.314
-0.048 -0.090 0.760
-0.287 -1.065 -0.857
-0.287 0.306 0.044
0.806 -0.326 0.435
-0.361 0.431 0.333
-0.150 -0.234 -0.506
-0.071 0.180 -0.143
-0.032 -0.079 -0.171
0.060 0.255 -0.163
0.041 0.563 0.408
0.274 0.297 -0.066